No. 1
The following is a quantum chemistry calculation of 8 unconnected molecules or ions with the total composition C34H90N6O11 in a non-equilibrium geometry, from the Open Molecules 2025 dataset.

Cartesian coordinates (Å):
H 3.09436 4.94896 5.33097
H 2.37339 6.17170 6.49810
C 3.22826 -2.74789 0.75971
H 3.50043 -0.63951 0.28539
H -2.58460 -3.45812 -3.26094
H 1.87877 -1.15213 -1.51466
O -3.21918 5.06286 -1.66528
H 1.25569 0.63524 -3.70539
H -2.16459 -4.53580 -5.15633
N -0.49688 5.58516 2.47311
H 2.70088 -7.41457 3.81974
H -2.29831 1.54593 -1.69813
H -1.25902 -0.45837 0.19639
H 0.91557 -0.05983 -0.43040
H -4.69584 5.65502 5.65451
H -1.43911 5.79788 2.15118
H 0.56783 0.03300 -5.64531
H -0.72075 1.43674 -0.88874
C -3.19632 -4.90806 -5.23830
H 3.71843 -6.83517 -3.47664
C 3.67179 -5.12475 3.62990
C -3.33982 4.95670 -0.27094
H -2.50542 -3.68065 -7.47060
O 1.56739 1.30517 -4.34694
H -2.23001 -1.69542 3.83659
O -4.06030 -3.95885 -4.63572
H -5.62983 7.09395 6.05375
C 2.27638 0.77441 -6.58709
C -1.78113 -2.63855 3.51634
H 2.82470 -1.36333 -4.33367
H 4.67494 -4.49939 -2.00813
H 0.64400 4.46640 5.42771
H 0.03078 -1.76505 2.79864
H 0.12568 -2.15460 4.44887
H 2.15741 -3.02154 -4.34409
H -1.75810 2.18013 1.60218
H 3.00524 0.05425 -6.21342
H -3.82873 -3.04547 -6.86631
H 3.43766 6.66378 5.22212
C -0.89476 0.08735 -2.53552
H -3.20963 6.78299 4.35652
O -5.25415 6.94230 4.03416
H 2.53511 -0.98465 1.68668
H 0.45722 1.97870 2.14677
C 2.65720 5.93922 5.46824
H -2.67977 4.18628 0.14581
C -3.66138 -3.64740 -3.32171
C -1.53105 0.85271 -1.36233
C -1.55757 4.12856 4.04466
H -2.80828 -7.02210 -6.71366
H 4.06705 -3.19174 0.20346
C -3.61394 7.56706 2.43683
H -4.18012 -2.75917 -2.96424
N 5.15623 -2.12783 -3.11700
H -3.68735 6.99225 -0.23961
H 2.63393 -5.29849 3.92075
H -2.03769 6.52732 0.37996
H -4.42199 8.14926 1.95495
H 2.04409 -6.84050 -2.92198
H -4.38329 4.69389 -0.07178
C -5.47802 6.33139 5.28541
H 4.38252 -7.92740 3.88220
C 0.76950 4.99222 4.46984
C 0.89056 -0.80360 -1.22533
H -3.56368 -6.49218 -8.28677
H 1.93701 0.31927 -7.52563
H 1.05859 0.42845 2.78773
H -2.40122 4.31479 3.37245
H -3.44905 -0.28806 1.13978
H -4.44810 5.79512 1.88358
H 1.12608 -3.66587 2.75536
H -3.53053 1.27283 0.35639
H -1.53373 -0.80011 -2.65482
N -2.02490 -0.08873 -0.35809
C 0.18379 1.06917 2.69788
H 3.26127 -2.48411 -2.13355
H -6.33878 5.67308 5.16453
H 3.76782 -0.87859 3.60520
N 2.89804 -3.59179 1.91006
H -0.12320 1.43320 3.68529
C -0.26598 -2.55392 3.49832
O 4.68259 -1.12261 1.78811
H -3.20162 -5.85094 -4.67013
H -2.15032 -3.47945 4.09596
C 3.89925 -3.80571 2.94125
H 3.29896 -6.56947 -1.73608
C -0.59322 5.31362 3.92790
C -1.89415 4.96979 -2.17036
H -3.93089 -4.46601 -2.64468
H 5.67251 -2.26788 -2.24831
O 4.06732 -6.20292 2.76007
H -2.04401 3.98893 5.01384
H 0.23003 -1.65398 -1.04487
H 4.92630 -3.78946 2.55871
C -2.97430 -6.20505 -7.41671
C 4.60526 -0.46866 3.03561
C -1.98109 1.13677 1.84058
O 0.27348 -3.82575 3.19872
C 3.62621 -7.45231 3.24277
H 4.71497 -4.57586 -3.75257
H 1.28516 4.28304 3.80880
H -1.13107 0.67887 -3.42393
N -3.56259 6.27269 1.78433
C 1.10156 0.99298 -5.64330
H -2.60902 1.05592 2.73608
C -3.94514 7.46204 3.91497
O 0.47296 -0.19015 -2.46478
C 3.01732 -6.36927 -2.77742
H 5.53171 -0.59929 3.59409
H -1.41672 4.01665 -1.91787
C 3.85382 -2.78994 -3.00603
H -3.84639 8.47511 4.32037
O -0.82480 0.34240 2.03069
C -3.10896 6.32249 0.41114
H -1.28668 5.78119 -1.75868
H -2.03461 5.05352 -3.24451
H 3.57460 -2.72959 -5.17612
H 5.03674 -1.11985 -3.14921
O 1.56408 6.15475 4.60003
H 4.48984 0.61766 2.93313
C -2.83560 0.50757 0.70986
C 3.42845 -1.31729 1.14457
H -1.08293 6.10378 4.50991
C -3.68542 -5.08552 -6.67100
H -2.01483 -5.91082 -7.84813
O 2.85929 -4.98648 -2.97639
H -4.75991 -5.26541 -6.60678
H 3.83199 -3.05350 3.73330
N -3.51362 -3.83042 -7.43151
H 3.53169 -8.10739 2.37627
H -2.73460 8.19630 2.28404
H 0.42661 1.75923 -6.03029
H 2.38821 -2.89271 0.07369
H -1.15109 3.17481 3.70217
H 2.80003 1.69629 -6.84379
H 4.39083 -5.15402 4.45945
H 0.04455 6.44392 2.38946
H 2.45750 -4.45734 1.63180
C 4.07041 -4.28992 -2.90556
H -2.09979 -2.71461 2.47193
C 3.06965 -2.42209 -4.25352

Results
Lowest unoccupied orbital energy, eV: 0.4586
Relative energy (zero: lowest compared OMol25 entry of this formula, charge and spin), kcal/mol: 12.7
Structure (SMILES): COC[C@H](C)N.COC[C@H](C)N.COC[C@H](C)N.COCCNCCOC.COCCNCCOC.COCCNCCOC.CCO.CCO
HOMO-LUMO gap, eV: 9.4

These are the Löwdin partial charges, in e, on atoms 1 to 8: number 1, H, carries 0.086; number 2, H, carries 0.089; number 3, C, carries -0.186; number 4, H, carries 0.122; number 5, H, carries 0.079; number 6, H, carries 0.065; number 7, O, carries -0.196; number 8, H, carries 0.026


No. 2
The following is a quantum chemistry calculation of 9 unconnected molecules or ions with the total composition C34H93N7O9 in a non-equilibrium geometry, from the Open Molecules 2025 dataset.

Cartesian coordinates (Å):
C 25.98003 -3.81066 5.26772
H 16.07186 6.98274 2.40516
C 15.85900 7.51572 11.96695
H 27.06884 -3.79470 5.31604
O 19.29311 -0.82071 5.64869
H 18.59510 8.12152 8.97896
H 10.26147 -4.36015 2.15321
O 16.08381 -5.04081 6.43500
N 16.61547 1.65212 6.13053
O 8.27661 -4.03601 2.67159
H 25.66897 -9.20062 5.64889
H 19.03101 -3.42974 2.16966
H 9.16892 -2.06336 4.53903
H 17.82237 6.85913 2.74879
H 21.56095 3.04948 10.23765
H 20.06595 -4.06736 -2.40899
H 16.98576 -5.13728 8.68486
C 17.41662 -5.45370 6.66441
H 19.91575 7.55685 7.99304
H 15.46805 3.48957 0.84918
H 20.02155 4.81358 9.28147
H 28.10903 -0.04920 13.85442
H 20.59567 -2.92308 1.39765
H 20.22517 -4.64778 1.84321
H 18.84431 -6.98582 5.84332
H 17.52071 -6.35284 4.75803
H 24.19262 -4.88702 6.10204
C 16.90806 5.07505 1.85297
H 17.23399 5.79971 -0.09661
H 20.26862 2.74765 11.42728
H 14.86900 7.66782 12.39691
H 9.27455 -5.62624 2.84943
H 16.78393 -1.68385 -1.64636
C 20.63089 5.52203 9.84263
H 10.08518 -2.51432 5.75025
H 26.23443 -0.12046 9.41492
C 18.61110 0.43456 5.56935
H 17.18115 2.27314 6.69127
H 17.18678 -7.58456 5.88280
H 6.76937 -3.99432 1.34478
H 14.01901 5.58200 11.40464
H 14.83235 2.84885 10.73220
H 21.06228 -0.44855 4.52708
H 11.13316 -5.80141 4.62382
H 16.09671 -4.10083 6.62957
H 17.47317 4.32580 2.40738
H 13.39139 3.30521 10.30749
H 21.85321 3.04379 11.97251
O 27.30730 -0.36474 11.80908
O 19.28576 -3.89080 0.20531
H 14.84733 4.27873 2.28614
C 17.79848 -6.69131 5.75622
H 19.43168 -2.96709 -3.66268
H 19.29172 -1.80852 0.00982
H 24.75671 -8.78440 4.15745
H 26.56787 -5.90969 7.16726
C 7.82944 -4.24795 1.33977
N 11.25661 -4.81482 4.80129
C 25.16679 -0.74894 11.00117
H 25.29962 -6.26094 4.08751
C 18.68718 -2.68012 -0.24104
C 16.20998 -0.60120 5.35631
H 15.68248 0.00558 4.62032
H 14.62388 6.47462 8.65621
H 25.65500 -2.88799 5.74848
H 16.35646 8.48524 11.99267
C 25.25288 -5.07551 5.93351
H 14.22612 5.12390 7.71014
H 25.75818 -1.68335 9.31978
N 25.46914 -0.75501 9.59318
C 10.09598 -2.62249 4.66568
H 25.18592 0.29247 11.32241
C 17.16445 0.34752 6.11433
H 20.52208 -2.57495 -2.20741
H 18.27612 -0.98506 -2.04485
C 15.03708 5.41910 11.05097
C 15.50798 4.41145 1.42939
H 23.87694 -9.19753 5.50871
C 17.43408 -5.93113 8.08744
H 18.52655 0.74399 4.52762
O 17.64168 5.41158 0.68105
C 19.20540 7.24560 8.75897
C 16.89336 6.30192 2.62815
H 9.21635 -4.58242 4.87266
H 15.43933 -0.94464 6.04641
O 19.99557 6.82534 9.88783
H 18.10655 -4.65694 6.38644
H 16.40480 6.97690 12.74146
H 29.22159 -0.28049 12.58645
H 21.00939 -1.85970 5.59704
H 15.96924 4.53215 9.34358
C 25.50007 -6.41528 5.14774
C 28.23471 -0.59934 12.92187
C 26.29397 -1.28034 11.88148
H 23.15380 -1.05058 10.51267
H 13.04202 5.55212 8.94782
C 20.77483 4.85459 11.19302
H 21.60543 5.55979 9.35585
H 26.56761 -2.33318 11.81264
O 15.57234 6.71805 10.82382
H 15.74815 4.99560 11.76028
H 25.79918 -3.76674 4.19372
H 19.20637 1.23120 6.01561
O 24.56193 -7.32851 5.69538
H 19.97463 5.71788 12.72634
H 16.57331 -1.50116 4.86014
C 14.95342 4.63550 9.72506
C 23.84888 -1.52867 11.20288
C 10.06035 -4.16512 4.32346
N 17.63145 -1.74852 -2.19191
H 24.08228 -2.58690 11.08552
H 7.92126 -5.26711 0.96429
H 8.31478 -3.55849 0.64898
H 21.60752 5.38368 11.65647
C 14.10733 5.51690 8.71986
C 19.83296 -3.69724 1.48161
C 9.53902 -4.57280 2.94121
H 12.20396 -4.56107 4.55994
H 23.41818 -1.17761 12.14062
H 16.76489 -6.77816 8.23852
H 28.18225 -1.59492 13.36252
N 19.68840 4.98033 12.09850
H 21.20658 -0.28291 6.31116
H 25.89245 -1.23350 12.89375
H 10.91504 -2.09689 4.17479
H 17.42212 0.16643 7.15785
H 17.78760 -2.57626 0.36565
C 24.80020 -8.68324 5.24187
H 25.10253 -5.66340 7.77339
C 20.71808 -0.81437 5.49444
C 19.64028 -3.08207 -2.59902
H 26.48486 -6.85890 5.29435
H 17.91659 -3.86173 -1.72219
H 15.05327 5.09503 0.71241
H 19.06076 5.47747 11.48286
H 18.63090 6.39136 8.40074
H 18.48259 -6.07790 8.34663
N 14.34180 3.28777 9.96617
N 25.83524 -5.21822 7.23948
C 21.14779 3.35066 11.20030
C 18.39980 -2.88665 -1.66034
H 16.78963 5.95779 3.65718
H 15.75526 1.60319 6.65755

Results
Lowest unoccupied orbital energy, eV: 0.3174
Relative energy (zero: lowest compared OMol25 entry of this formula, charge and spin), kcal/mol: 136.8
Structure (SMILES): COC[C@H](C)N.COC[C@H](C)N.COC[C@H](C)N.COC[C@H](C)N.COC[C@H](C)N.COC[C@H](C)N.COC[C@H](C)N.CC(C)O.CC(C)O
HOMO-LUMO gap, eV: 9.3

These are the Löwdin partial charges, in e, on atoms 1 to 8: number 1, C, carries -0.057; number 2, H, carries 0.087; number 3, C, carries -0.105; number 4, H, carries 0.064; number 5, O, carries -0.201; number 6, H, carries 0.086; number 7, H, carries 0.121; number 8, O, carries -0.056


No. 3
The following is a quantum chemistry calculation of 10 unconnected molecules or ions with the total composition C34H94N6O10 in a non-equilibrium geometry, from the Open Molecules 2025 dataset.

Cartesian coordinates (Å):
H 0.54682 -22.99256 3.26325
H -2.28433 -26.86251 2.88622
H -8.57229 -21.47126 9.65353
C -0.75832 -25.66097 5.40940
C -0.03530 -20.92107 4.15581
H -9.03388 -25.03788 6.56021
H -4.51129 -20.89632 6.47845
N -4.19375 -23.69497 2.41391
C 0.60183 -23.64419 9.03151
C 0.84406 -25.23060 7.01536
H -8.31821 -28.04791 5.81219
C -5.90112 -19.72004 2.64445
H -6.36846 -27.88179 4.03396
H -3.91064 -28.32865 10.36971
H -4.92913 -28.68408 4.75132
C -5.28453 -23.18975 1.58557
H -4.84671 -21.71031 4.86840
H -5.26249 -28.86840 3.01713
H -0.24734 -24.94873 4.79170
C -8.28721 -25.33698 5.78133
H -3.39395 -23.22581 2.06321
C -2.91600 -23.11656 6.59497
H -9.50004 -22.23956 8.32384
H 0.29364 -17.11440 5.47413
H -7.74222 -22.65462 8.46770
C -3.77880 -28.02753 7.47899
C -7.31660 -26.24887 6.49013
O -9.07962 -24.79683 9.30578
C -4.02332 -15.55645 8.82650
H 0.05850 -20.72091 7.87562
O -3.08850 -16.33138 9.55787
H -3.93327 -15.90199 11.32154
H 2.51458 -16.80222 4.50802
H -4.64318 -25.53467 2.26401
H -8.88385 -27.49097 7.37245
C -9.08506 -23.55121 9.97902
H -1.83848 -25.50736 5.30419
H 1.17286 -19.76730 8.88280
H -5.99656 -21.77294 6.17305
H -4.72543 -23.40197 7.55415
H -2.51719 -23.97899 7.11161
H -6.38728 -26.41712 5.86029
C -4.42178 -23.13061 6.56256
C -6.26447 -27.93531 10.91482
H -1.67110 -26.44011 8.04263
H -0.51313 -19.30368 8.84862
H -0.77344 -21.59207 3.76448
H 1.20172 -24.35296 6.54093
H -2.64986 -28.20891 3.98368
N 1.07595 -15.41815 6.47369
C -3.67183 -16.82589 10.74975
H -4.07417 -26.29274 4.31925
H 0.81129 -23.61602 10.09109
H -7.44829 -28.29910 7.26157
C -2.97615 -27.66462 3.11866
C -4.34460 -27.06299 3.48175
H -6.28660 -24.84572 7.53432
H -7.34695 -27.92807 10.77876
O -5.61967 -27.45174 9.77452
C -8.54979 -23.16476 4.90383
H -2.02090 -26.26710 9.60350
H 1.36373 -15.10894 7.36920
O -4.99329 -26.44386 2.42395
H -1.93740 -13.67988 7.85226
H -3.02292 -17.46618 11.35422
H -0.51629 -20.24282 4.83444
H 1.39353 -26.12860 6.73047
H 0.26833 -25.63829 8.98854
H -4.43195 -14.66093 9.32007
C 1.05141 -21.87650 4.68194
C -1.98784 -14.71384 7.54775
C -3.36656 -15.19202 7.40350
H -0.43350 -23.45331 8.77391
C -3.60143 -27.05940 8.60414
H 0.66524 -22.23363 5.63588
O -5.86751 -21.12345 2.71650
H -4.42540 -13.35284 7.28830
N -6.88790 -25.59830 7.76661
H -1.39915 -14.80430 6.68331
N -2.15986 -26.83277 8.82855
H -6.04419 -28.97214 11.22671
H -6.38685 -26.33287 8.32741
C -4.22120 -27.38427 9.88738
H -6.03450 -27.19791 11.66323
N -4.34649 -14.24418 6.77112
O 0.61248 -18.92009 7.04351
H 1.43060 -14.78037 5.72379
H -3.06485 -28.80270 7.47569
C 2.39963 -17.32651 5.46900
H -0.42906 -26.71577 5.26618
H 0.17621 -17.09390 8.09380
H -4.37474 -23.38919 3.35707
H -8.39734 -23.58055 10.83926
O 1.40858 -22.86611 3.74061
C -5.29693 -28.15919 3.93183
C -6.70450 -23.63445 2.01821
H 2.90563 -24.51128 8.98862
H -9.26364 -22.82925 5.66088
C -8.67267 -22.42046 9.00662
H 3.26901 -17.15426 6.10775
H -4.77887 -28.37497 7.40522
H -2.85489 -28.33039 2.23311
H 1.30079 -22.95261 8.45103
C -4.94249 -21.79676 5.97411
C 0.92699 -17.59046 7.46695
O -4.84818 -24.18272 5.63588
H -2.63946 -22.19741 7.14009
H -6.29777 -19.35739 3.55992
H -3.97065 -13.99056 5.90100
H -4.88279 -19.24041 2.55824
H -2.39318 -23.02669 5.61781
H -6.96095 -23.24219 2.99583
H -8.03594 -22.26561 4.55603
H 2.01141 -21.47531 4.90450
H -10.04193 -23.25957 10.36714
H -9.18650 -23.35601 4.05239
H -3.93620 -26.59876 10.64761
C 0.97988 -25.00304 8.53019
H -3.73467 -27.36924 6.55621
H -1.49712 -15.30996 8.32038
H -4.00505 -26.08367 8.31234
H -4.32311 -21.26381 1.34521
H -5.77188 -24.03553 5.51197
H -5.08209 -23.68969 0.61344
H -4.96229 -16.04427 8.64685
O -7.69410 -24.18235 5.28887
H 2.73503 -26.01863 8.48650
C -5.29815 -21.63226 1.53563
H -3.40491 -16.18949 6.88875
C 1.15966 -16.84146 6.17688
N 2.28579 -25.29551 9.02311
H -8.20405 -24.95604 8.83426
O -0.54506 -25.27969 6.74082
H 2.28298 -18.37899 5.18107
C -8.01087 -27.59022 6.75035
H -4.63437 -17.31913 10.62287
H 0.35665 -20.41041 3.28796
H -6.79831 -24.78925 2.05302
H 1.80162 -17.61714 8.09235
C 0.28516 -19.70894 8.15125
H -8.68750 -25.88351 4.90381
H -5.82870 -21.34463 0.62499
H -7.47420 -23.29116 1.26175
H -6.42793 -19.35327 1.75699

Results
Lowest unoccupied orbital energy, eV: 0.3382
Relative energy (zero: lowest compared OMol25 entry of this formula, charge and spin), kcal/mol: 29.4
Structure (SMILES): COC[C@H](C)N.COC[C@H](C)N.COC[C@H](C)N.COC[C@H](C)N.COC[C@H](C)N.COC[C@H](C)N.CC(C)O.CC(C)O.CCO.CCO
HOMO-LUMO gap, eV: 9.2

These are the Löwdin partial charges, in e, on atoms 1 to 8: number 1, H, carries 0.090; number 2, H, carries 0.061; number 3, H, carries 0.093; number 4, C, carries -0.094; number 5, C, carries -0.057; number 6, H, carries 0.142; number 7, H, carries 0.093; number 8, N, carries 0.059